--- i ---
This record from OMol25 describes CH3I2NO as an isolated structure. The level of theory is ωB97M-V/def2-TZVPD.

Positions of all 8 atoms, in Å:
C  -0.464  -1.010  0.235
N  0.338  0.891  -0.919
O  0.462  -0.445  -0.646
I  -0.096  2.409  1.312
I  2.062  1.694  -1.448
H  -0.369  -0.596  1.309
H  -0.406  -2.101  0.273
H  -1.526  -0.843  -0.116

The total charge is 0. The frontier orbital gap (alpha / beta) comes out at 8.09 / 6.73 eV. The HOMO energy (alpha / beta) is -0.3414 / -0.3293 Ha.


--- ii ---
This record from OMol25 describes CH3I2NO as an isolated structure. The level of theory is ωB97M-V/def2-TZVPD.

Positions of all 8 atoms, in Å:
C  1.060  -0.264  0.165
N  -1.117  0.451  -0.592
O  0.033  0.622  0.432
I  -2.225  -1.273  -0.171
I  -2.204  2.207  -0.126
H  2.013  -0.013  0.672
H  1.428  -0.401  -0.991
H  1.012  -1.329  0.611

The total charge is 0. The frontier orbital gap comes out at 8.08 eV. The HOMO energy is -0.3452 Ha.


Short version: i is the least stable of them.


--- i ---
This record from OMol25 describes C33H21Cl5InN9O4S3 as an isolated structure. The level of theory is ωB97M-V/def2-TZVPD.

Positions of all 76 atoms, in Å:
In  -0.444  -0.313  -0.080
Cl  1.204  -2.150  6.307
C  1.364  -1.545  4.694
C  0.525  -2.032  3.705
C  0.636  -1.579  2.397
N  -0.223  -1.965  1.381
C  -0.768  -3.189  1.321
O  -0.436  -4.173  1.972
C  -1.940  -3.296  0.379
C  -2.701  -4.458  0.421
C  -3.916  -4.484  -0.239
C  -4.330  -3.335  -0.898
C  -3.478  -2.245  -0.939
N  -2.288  -2.230  -0.341
C  1.615  -0.616  2.071
C  2.448  -0.127  3.080
C  2.320  -0.588  4.382
Cl  3.361  0.061  5.605
N  1.674  -0.312  0.720
C  2.663  0.404  0.149
O  3.447  1.159  0.718
C  2.890  0.117  -1.322
C  3.775  0.932  -2.020
C  4.120  0.595  -3.316
C  3.607  -0.575  -3.854
C  2.744  -1.331  -3.078
N  2.358  -0.989  -1.852
H  -0.203  -2.792  3.945
H  -2.328  -5.288  1.003
H  -4.538  -5.369  -0.223
H  -5.301  -3.282  -1.371
H  -3.772  -1.342  -1.451
H  3.234  0.569  2.835
H  4.180  1.802  -1.523
H  4.800  1.214  -3.888
H  3.878  -0.904  -4.848
H  2.356  -2.272  -3.455
N  1.030  2.725  2.093
C  0.907  2.990  0.773
N  0.413  2.179  -0.118
C  0.392  2.749  -1.369
C  0.856  4.020  -1.432
S  1.350  4.551  0.128
C  -0.050  1.957  -2.510
C  -0.296  2.437  -3.753
S  -0.721  1.159  -4.829
C  -0.536  0.033  -3.520
N  -0.205  0.587  -2.392
N  -0.784  -1.300  -3.674
H  1.080  1.744  2.336
H  1.672  3.304  2.609
H  0.946  4.667  -2.288
H  -0.258  3.454  -4.105
H  -0.750  -1.670  -4.608
H  -0.389  -1.889  -2.957
O  -6.304  0.410  -5.788
C  -6.303  1.382  -4.848
O  -7.116  2.262  -4.914
C  -5.284  1.294  -3.764
C  -4.266  0.346  -3.715
C  -3.388  0.300  -2.647
C  -3.489  1.210  -1.594
S  -2.490  1.223  -0.161
C  -4.492  2.190  -1.665
C  -5.375  2.219  -2.721
H  -5.626  -0.250  -5.619
H  -4.127  -0.378  -4.512
H  -2.631  -0.468  -2.611
H  -4.565  2.911  -0.861
H  -6.159  2.962  -2.769
Cl  -1.833  3.823  3.823
C  -1.628  2.182  4.452
Cl  -3.032  1.735  5.436
Cl  -0.138  2.063  5.419
C  -1.510  1.245  3.344
N  -1.403  0.502  2.478

The total charge is 0. The frontier orbital gap comes out at 7.08 eV. The HOMO energy is -0.2717 Ha.


--- ii ---
This record from OMol25 describes C33H21Cl5InN9O4S3 as an isolated structure. The level of theory is ωB97M-V/def2-TZVPD.

Positions of all 76 atoms, in Å:
In  -0.144  -0.032  0.173
Cl  -1.900  -6.679  1.086
C  -1.987  -5.004  0.653
C  -1.081  -4.124  1.238
C  -1.116  -2.778  0.913
N  -0.239  -1.798  1.409
C  0.384  -1.846  2.585
O  0.447  -2.763  3.399
C  1.090  -0.534  2.921
C  1.827  -0.439  4.089
C  2.459  0.758  4.383
C  2.341  1.823  3.502
C  1.594  1.648  2.354
N  0.969  0.501  2.083
C  -2.102  -2.299  0.011
C  -2.997  -3.186  -0.558
C  -2.933  -4.540  -0.242
Cl  -4.066  -5.616  -0.986
N  -2.092  -0.914  -0.186
C  -3.201  -0.179  -0.310
O  -4.333  -0.529  -0.622
C  -2.974  1.275  0.090
C  -4.030  2.169  0.018
C  -3.844  3.467  0.460
C  -2.607  3.831  0.972
C  -1.602  2.882  1.004
N  -1.777  1.633  0.575
H  -0.383  -4.485  1.975
H  1.883  -1.309  4.725
H  3.043  0.859  5.288
H  2.826  2.771  3.687
H  1.505  2.436  1.617
H  -3.761  -2.827  -1.229
H  -4.970  1.814  -0.381
H  -4.651  4.187  0.401
H  -2.416  4.830  1.337
H  -0.618  3.130  1.384
N  2.285  -3.880  1.246
C  3.136  -2.838  1.473
N  3.179  -1.762  0.734
C  4.188  -0.922  1.165
C  4.896  -1.352  2.236
S  4.316  -2.897  2.742
C  4.419  0.340  0.444
C  5.636  0.845  0.127
S  5.450  2.345  -0.708
C  3.728  2.174  -0.567
N  3.334  1.096  0.043
N  2.856  3.141  -1.005
H  1.492  -3.630  0.671
H  2.015  -4.408  2.063
H  5.691  -0.844  2.756
H  6.604  0.411  0.313
H  3.251  3.817  -1.641
H  1.985  2.738  -1.346
O  -5.746  2.365  -4.269
C  -4.919  3.092  -3.493
O  -5.288  4.142  -3.042
C  -3.563  2.525  -3.212
C  -2.608  3.399  -2.698
C  -1.363  2.932  -2.328
C  -1.050  1.579  -2.458
S  0.536  0.974  -1.944
C  -1.991  0.711  -3.002
C  -3.243  1.181  -3.370
H  -5.296  1.580  -4.602
H  -2.873  4.441  -2.573
H  -0.629  3.609  -1.909
H  -1.755  -0.341  -3.094
H  -3.972  0.458  -3.718
Cl  4.079  -1.095  -2.601
C  3.144  -2.597  -2.648
Cl  4.030  -3.908  -1.874
Cl  2.761  -3.022  -4.324
C  1.879  -2.376  -1.942
N  0.863  -2.159  -1.458

The total charge is 0. The frontier orbital gap comes out at 7.30 eV. The HOMO energy is -0.2821 Ha.


Short version: i is the least stable of them.


--- i ---
This record from OMol25 describes a 12-piece molecular cluster, C12H48N24O12 overall. The level of theory is ωB97M-V/def2-TZVPD.

Positions of all 96 atoms, in Å:
N  4.009  -2.657  -0.307
C  4.955  -2.813  -1.242
N  6.183  -3.162  -0.852
O  4.727  -2.707  -2.453
H  3.088  -2.409  -0.633
H  4.240  -2.502  0.659
H  6.291  -3.604  0.045
H  6.798  -3.090  -1.646
N  0.150  -0.198  -4.540
C  1.164  0.506  -3.961
N  1.875  -0.322  -3.164
O  1.522  1.653  -4.232
H  0.296  -1.192  -4.548
H  -0.330  0.258  -5.299
H  1.813  -1.326  -3.094
H  2.539  0.139  -2.559
N  0.467  -4.504  -3.701
C  1.254  -4.095  -2.692
N  2.370  -4.801  -2.508
O  1.017  -2.985  -2.178
H  -0.469  -4.144  -3.751
H  0.787  -5.283  -4.250
H  2.696  -5.396  -3.248
H  2.958  -4.497  -1.751
N  0.525  0.599  4.224
C  0.762  0.041  5.432
N  1.387  0.940  6.282
O  0.469  -1.114  5.662
H  0.497  1.559  3.923
H  0.178  -0.144  3.625
H  1.557  0.673  7.235
H  1.488  1.878  5.952
N  -1.153  -5.966  0.088
C  -0.400  -5.346  1.031
N  -0.368  -4.042  0.811
O  0.244  -5.895  1.928
H  -1.167  -6.971  0.052
H  -1.785  -5.457  -0.505
H  -0.349  -3.644  -0.112
H  0.194  -3.554  1.497
N  0.850  4.161  3.942
C  -0.357  3.914  3.396
N  -0.916  4.781  2.544
O  -0.973  2.857  3.644
H  1.345  3.386  4.338
H  1.275  4.963  3.503
H  -1.831  4.631  2.140
H  -0.541  5.686  2.307
N  -0.039  4.002  -2.743
C  -0.492  3.821  -1.477
N  0.249  3.173  -0.601
O  -1.610  4.311  -1.239
H  -0.568  4.707  -3.228
H  0.968  4.022  -2.822
H  1.189  2.884  -0.829
H  -0.254  2.864  0.212
N  0.107  -0.473  -0.395
C  -0.116  -0.143  0.900
N  -0.997  0.862  0.887
O  0.410  -0.834  1.787
H  0.703  -1.283  -0.471
H  -0.281  0.063  -1.149
H  -1.405  1.268  1.720
H  -1.235  1.320  0.024
N  -3.024  1.642  -3.129
C  -3.450  1.325  -1.892
N  -4.346  0.297  -1.951
O  -3.036  1.911  -0.904
H  -2.297  2.335  -3.208
H  -3.518  1.257  -3.912
H  -4.554  -0.086  -2.852
H  -4.821  0.046  -1.101
N  -4.455  5.728  2.344
C  -4.410  4.453  1.908
N  -3.517  4.323  0.888
O  -5.048  3.604  2.509
H  -5.231  5.988  2.927
H  -3.758  6.390  2.055
H  -2.996  5.126  0.592
H  -3.354  3.395  0.525
N  4.861  1.117  0.482
C  3.537  0.815  0.430
N  3.114  0.048  1.446
O  2.783  1.299  -0.416
H  5.335  0.620  1.214
H  5.187  1.921  -0.022
H  3.742  -0.067  2.222
H  2.151  -0.262  1.543
N  -4.009  -2.893  0.533
C  -3.670  -3.089  -0.761
N  -2.391  -2.724  -0.971
O  -4.408  -3.608  -1.588
H  -3.447  -2.289  1.109
H  -5.014  -2.777  0.561
H  -1.746  -2.491  -0.241
H  -2.170  -2.726  -1.955

The total charge is 0. Its structure (SMILES) is NC(N)=O.NC(N)=O.NC(N)=O.NC(N)=O.NC(N)=O.NC(N)=O.NC(N)=O.NC(N)=O.NC(N)=O.NC(N)=O.NC(N)=O.NC(N)=O. The frontier orbital gap comes out at 9.01 eV. The HOMO energy is -0.3274 Ha.


--- ii ---
This record from OMol25 describes a 12-piece molecular cluster, C12H48N24O12 overall. The level of theory is ωB97M-V/def2-TZVPD.

Positions of all 96 atoms, in Å:
N  22.574  4.983  -9.679
C  22.850  6.199  -9.617
N  21.935  7.061  -9.607
O  23.949  6.534  -9.384
H  21.614  4.743  -9.881
H  23.363  4.369  -9.819
H  22.357  7.962  -9.435
H  20.969  6.780  -9.521
N  27.293  3.310  -8.371
C  28.246  2.895  -7.543
N  29.048  2.111  -8.230
O  28.348  3.221  -6.426
H  26.670  4.073  -8.148
H  27.335  2.982  -9.325
H  29.959  1.927  -7.833
H  28.870  1.837  -9.186
N  23.937  -6.962  -9.995
C  24.115  -5.700  -9.871
N  24.827  -5.499  -8.823
O  23.553  -4.925  -10.600
H  24.085  -7.689  -9.310
H  23.455  -7.225  -10.843
H  24.854  -4.549  -8.481
H  24.936  -6.322  -8.248
N  18.796  -1.060  -10.820
C  19.316  0.010  -11.388
N  19.621  -0.297  -12.660
O  19.500  1.098  -10.914
H  18.290  -0.947  -9.954
H  18.676  -1.859  -11.426
H  20.211  0.465  -12.960
H  19.491  -1.175  -13.143
N  27.283  -4.989  -14.902
C  27.676  -4.792  -13.718
N  28.833  -5.330  -13.405
O  27.178  -3.974  -13.068
H  27.749  -5.565  -15.588
H  26.405  -4.544  -15.128
H  29.306  -4.931  -12.607
H  29.433  -5.766  -14.091
N  25.308  -0.099  -12.085
C  26.219  0.733  -12.457
N  27.350  0.176  -12.732
O  26.164  2.004  -12.445
H  24.407  0.341  -12.211
H  25.473  -1.066  -12.326
H  27.353  -0.833  -12.748
H  28.201  0.681  -12.935
N  21.976  -1.375  -7.870
C  21.667  -1.858  -6.713
N  20.912  -2.940  -6.768
O  22.135  -1.412  -5.711
H  22.596  -0.581  -7.796
H  21.787  -1.739  -8.793
H  20.581  -3.453  -5.964
H  20.588  -3.128  -7.707
N  33.352  -1.698  -18.017
C  33.397  -1.828  -16.772
N  32.397  -1.270  -16.238
O  34.338  -2.361  -16.146
H  33.959  -2.304  -18.549
H  32.572  -1.176  -18.391
H  32.265  -1.443  -15.252
H  32.228  -0.395  -16.715
N  28.031  5.696  -15.748
C  28.669  6.671  -16.350
N  29.681  7.112  -15.632
O  28.437  7.004  -17.490
H  27.034  5.654  -15.898
H  28.479  5.347  -14.912
H  29.693  7.042  -14.625
H  30.240  7.862  -16.015
N  32.140  3.302  -14.654
C  32.360  4.049  -13.624
N  33.639  4.335  -13.486
O  31.532  4.546  -12.874
H  32.899  2.945  -15.216
H  31.307  3.463  -15.202
H  33.957  4.783  -12.639
H  34.340  3.928  -14.089
N  21.378  4.306  -16.142
C  22.575  4.155  -15.673
N  22.747  4.600  -14.455
O  23.517  3.654  -16.292
H  20.636  4.579  -15.512
H  21.265  3.766  -16.988
H  22.024  5.046  -13.909
H  23.615  4.200  -14.128
N  33.926  -1.326  -10.331
C  33.498  -0.654  -11.297
N  34.452  -0.244  -12.124
O  32.326  -0.424  -11.520
H  34.856  -1.717  -10.285
H  33.191  -1.678  -9.733
H  33.995  0.180  -12.919
H  35.433  -0.474  -12.062

The total charge is 0. Its structure (SMILES) is NC(N)=O.NC(N)=O.NC(N)=O.NC(N)=O.NC(N)=O.NC(N)=O.NC(N)=O.NC(N)=O.NC(N)=O.NC(N)=O.NC(N)=O.NC(N)=O. The frontier orbital gap comes out at 9.01 eV. The HOMO energy is -0.3316 Ha.


Short version: ii is the least stable of them.


--- i ---
This record from OMol25 describes one molecule with the formula C2H7ClNO2P. The level of theory is ωB97M-V/def2-TZVPD.

Positions of all 14 atoms, in Å:
C  -0.548  -0.082  1.488
C  -0.349  -0.854  0.146
O  0.227  -0.014  -0.885
P  1.546  1.108  -0.647
N  2.286  1.123  -2.193
O  2.288  0.695  0.530
Cl  0.680  2.808  -0.303
H  0.422  0.335  1.883
H  -1.194  0.714  1.312
H  -0.928  -0.789  2.329
H  -1.276  -1.197  -0.381
H  0.260  -1.675  0.545
H  2.398  0.114  -2.573
H  2.935  1.810  -2.437

The total charge is 0. Its structure (SMILES) is CCO[P@](N)(=O)Cl. The frontier orbital gap comes out at 11.06 eV. The HOMO energy is -0.3826 Ha.


--- ii ---
This record from OMol25 describes one molecule with the formula C2H7ClNO2P. The level of theory is ωB97M-V/def2-TZVPD.

Positions of all 14 atoms, in Å:
C  -1.409  -1.478  -0.041
C  -0.830  -0.742  1.219
O  0.411  -0.282  0.934
P  0.727  0.980  -0.663
N  1.972  1.949  -0.292
O  -0.524  1.553  -1.155
Cl  1.345  -0.352  -2.019
H  -1.223  -0.856  -0.896
H  -0.629  -2.217  -0.164
H  -2.391  -1.806  0.244
H  -0.733  -1.422  1.974
H  -1.580  0.030  1.348
H  2.954  1.668  -0.235
H  1.910  2.972  -0.254

The total charge is 0. Its structure (SMILES) is CCO[P@](N)(=O)Cl. The frontier orbital gap comes out at 9.50 eV. The HOMO energy is -0.3436 Ha.


Short version: ii is the least stable of them.


--- i ---
This record from OMol25 describes an isolated ion of composition C4H8NO and charge +1. The level of theory is ωB97M-V/def2-TZVPD.

Positions of all 14 atoms, in Å:
C  -1.880  -1.694  -0.079
N  -1.334  -0.707  0.078
C  -0.785  0.595  0.385
O  -1.505  1.662  -0.199
C  0.923  0.742  -0.187
C  1.663  -0.609  0.160
H  -2.471  -2.558  -0.326
H  -0.691  0.696  1.491
H  -1.092  1.884  -1.109
H  0.593  1.008  -1.223
H  1.246  1.681  0.290
H  1.101  -0.923  1.053
H  2.713  -0.480  0.292
H  1.518  -1.298  -0.625

The total charge is +1. Its structure (SMILES) is C#[N+][C@H](O)CC. The frontier orbital gap comes out at 10.50 eV. The HOMO energy is -0.5629 Ha.


--- ii ---
This record from OMol25 describes C4H8NO as an isolated structure. The level of theory is ωB97M-V/def2-TZVPD.

Positions of all 14 atoms, in Å:
C  1.458  1.394  0.159
C  0.692  2.366  0.948
C  0.099  0.986  -0.428
C  -0.592  0.120  -1.118
N  -1.107  -1.819  0.307
O  -0.452  2.046  0.398
H  2.245  1.808  -0.405
H  1.976  0.492  0.745
H  0.986  3.372  1.480
H  -0.117  -0.753  -1.580
H  -1.602  0.314  -1.388
H  -1.653  -2.026  1.209
H  -0.193  -1.922  0.615
H  -1.317  -2.454  -0.401

The total charge is +1. The frontier orbital gap (alpha / beta) comes out at 7.51 / 7.51 eV. The HOMO energy (alpha / beta) is -0.4955 / -0.4955 Ha.


Short version: ii is the least stable of them.


--- i ---
This record from OMol25 describes an isolated ion of composition C4H8NO and charge +1. The level of theory is ωB97M-V/def2-TZVPD.

Positions of all 14 atoms, in Å:
C  0.015  0.200  1.568
C  0.713  -0.079  0.231
C  -0.271  -0.463  -0.803
O  -0.693  -1.683  -0.480
C  -0.865  0.568  -1.602
N  0.037  -0.097  -2.222
H  -0.476  -0.661  2.036
H  -0.781  0.897  1.581
H  0.720  0.804  2.229
H  1.372  -0.871  0.419
H  1.126  0.893  0.061
H  -1.623  -1.948  -0.677
H  -1.311  1.518  -1.672
H  0.279  -0.235  -3.155

The total charge is +1. Its structure (SMILES) is CC[C@@]1(O)C=[NH+]1. The frontier orbital gap comes out at 10.02 eV. The HOMO energy is -0.5875 Ha.


--- ii ---
This record from OMol25 describes an isolated ion of composition C4H8NO and charge +1. The level of theory is ωB97M-V/def2-TZVPD.

Positions of all 14 atoms, in Å:
C  0.774  1.652  0.240
C  0.071  0.444  -0.412
N  0.661  -0.852  -0.120
C  -0.757  -1.474  0.095
C  -1.264  0.053  0.088
O  -2.333  0.449  0.392
H  1.396  1.148  0.939
H  -0.060  2.176  0.686
H  1.260  2.235  -0.451
H  -0.015  0.468  -1.542
H  0.941  -0.859  0.801
H  1.267  -1.359  -0.794
H  -0.872  -2.137  0.894
H  -1.069  -1.944  -0.816

The total charge is +1. Its structure (SMILES) is C[C@H]1[NH2+]CC1=O. The frontier orbital gap comes out at 10.67 eV. The HOMO energy is -0.5494 Ha.


Short version: i is the least stable of them.